C30H40AlB2CaCl2F6N3O15S | the ωB97M-V functional and the def2-TZVPD basis

For the LUMO energy, the calculation gives -4.67 eV. Its calculated total energy is -145516.3260 eV.

Positions of all 101 atoms, in Å:
N  -0.13  -3.98  2.52
C  -0.54  -2.57  2.51
N  -2.04  -2.57  2.27
N  0.07  -1.97  1.25
C  -0.11  -1.76  3.78
C  0.06  -2.58  5.06
C  1.38  -3.31  5.14
C  2.62  -2.39  5.04
C  3.81  -3.25  4.48
S  4.17  -2.89  2.75
O  3.26  -1.88  2.14
O  5.56  -2.48  2.66
O  4.07  -4.22  1.81
H  -0.71  -4.48  1.85
H  0.81  -3.98  2.13
H  -2.19  -2.86  1.26
H  -2.43  -3.36  2.78
H  0.99  -1.58  1.45
H  -0.57  -1.28  0.92
H  0.77  -1.16  3.50
H  -0.93  -1.03  3.97
H  -0.72  -3.36  5.06
H  1.45  -4.17  4.44
H  1.42  -3.78  6.15
H  2.46  -1.52  4.40
H  2.96  -2.01  6.01
H  3.60  -4.33  4.56
H  4.68  -3.07  5.12
H  3.19  -4.12  1.38
Ca  -2.18  -0.70  0.86
Cl  -1.07  -3.49  -0.51
B  -2.56  4.69  -1.39
O  -3.22  5.42  -0.30
C  -3.62  4.55  0.63
O  -4.17  4.82  1.64
C  -3.24  3.17  0.18
O  -3.45  2.14  0.78
O  -2.62  3.24  -1.00
F  -1.27  5.07  -1.54
F  -3.27  4.80  -2.63
Al  -3.73  2.57  -2.85
Cl  4.46  -0.43  3.27
O  -1.65  4.89  4.36
C  -2.59  5.21  5.02
O  -3.69  4.41  5.18
C  -4.69  5.12  5.94
C  -3.93  6.18  6.71
C  -2.78  6.51  5.77
H  -5.41  5.55  5.24
H  -5.21  4.42  6.59
H  -4.54  7.04  6.98
H  -3.53  5.75  7.63
H  -3.05  7.29  5.05
H  -1.88  6.79  6.30
C  7.57  -5.62  2.40
C  8.27  -4.38  1.90
O  9.62  -4.33  2.38
C  10.49  -5.12  1.75
O  10.24  -5.85  0.82
O  11.68  -4.98  2.33
C  12.69  -5.85  1.81
H  7.64  -5.68  3.49
H  6.52  -5.61  2.11
H  8.03  -6.52  2.00
H  7.77  -3.50  2.29
H  8.24  -4.31  0.81
H  12.77  -5.75  0.73
H  12.47  -6.88  2.08
H  13.63  -5.55  2.26
O  -2.60  -3.16  6.80
H  -3.05  -2.95  5.98
H  -2.15  -2.33  7.03
B  0.99  5.87  2.52
F  0.13  4.81  2.11
F  0.24  7.06  2.65
F  1.59  5.54  3.75
F  1.99  6.05  1.54
C  -3.26  -1.98  -8.86
C  -3.69  -2.07  -10.18
C  -4.22  -0.95  -10.82
C  -4.34  0.25  -10.13
C  -3.93  0.33  -8.79
C  -3.39  -0.79  -8.17
C  -4.10  1.59  -8.03
O  -3.74  1.66  -6.86
C  -4.71  2.76  -8.70
C  -4.92  3.93  -7.98
C  -5.48  5.03  -8.61
C  -5.82  4.97  -9.96
C  -5.62  3.81  -10.67
C  -5.07  2.70  -10.05
C  -4.89  1.44  -10.82
O  -5.19  1.39  -12.00
H  -2.84  -2.85  -8.37
H  -3.60  -3.00  -10.72
H  -4.54  -1.02  -11.85
H  -3.06  -0.73  -7.14
H  -4.65  3.98  -6.94
H  -5.65  5.94  -8.05
H  -6.25  5.84  -10.44
H  -5.89  3.76  -11.72

C30H40N4O12 | the ωB97M-V functional and the def2-TZVPD basis

The structure (SMILES) is CC(=O)N(C(C)=O)[C@@](C#N)(C[C@H]1CO1)[C@](C#N)(CCCC(=O)O)CCC(=O)Nc1ccccc1.COC(=O)OC.COC(=O)OC. For the LUMO energy, the calculation gives -0.08 eV. Its calculated total energy is -62283.2791 eV.

Positions of all 86 atoms, in Å:
C  4.29  -2.49  2.60
C  3.36  -1.30  2.54
O  2.28  -1.36  3.06
N  3.82  -0.07  1.93
C  5.11  0.36  2.42
C  5.12  1.59  3.30
O  6.13  -0.24  2.21
C  3.60  0.10  0.48
C  4.47  1.27  0.13
N  5.11  2.17  -0.11
C  4.15  -0.98  -0.47
C  3.36  -2.26  -0.55
C  2.55  -2.52  -1.92
O  3.91  -3.13  -1.37
C  2.14  0.65  0.16
C  2.14  0.90  -1.29
N  2.02  1.02  -2.42
C  2.00  2.08  0.77
C  0.55  2.50  1.09
C  0.57  4.00  1.49
C  0.42  4.87  0.27
O  1.19  5.73  -0.01
O  -0.67  4.62  -0.53
C  1.04  -0.32  0.59
C  -0.22  -0.35  -0.25
C  -1.00  -1.62  0.02
O  -0.50  -2.64  0.42
N  -2.38  -1.53  -0.29
C  -3.14  -2.26  0.73
C  -2.95  -1.99  2.08
C  -3.65  -2.71  3.05
C  -4.54  -3.71  2.66
C  -4.74  -3.95  1.31
C  -4.05  -3.23  0.33
H  5.05  -2.47  1.83
H  3.72  -3.41  2.60
H  4.82  -2.43  3.54
H  4.13  1.70  3.73
H  5.33  2.45  2.68
H  5.85  1.46  4.09
H  5.08  -1.35  -0.05
H  4.37  -0.66  -1.49
H  2.87  -2.60  0.34
H  2.77  -2.85  -2.94
H  2.70  -1.45  -2.20
H  2.56  2.16  1.71
H  2.32  2.83  0.05
H  -0.01  2.45  0.17
H  0.12  1.91  1.89
H  -0.22  4.21  2.21
H  1.55  4.24  1.89
H  -0.36  4.18  -1.34
H  0.75  -0.08  1.61
H  1.37  -1.35  0.65
H  -0.89  0.48  -0.03
H  -0.04  -0.34  -1.33
H  -2.66  -0.56  -0.36
H  -2.25  -1.22  2.38
H  -3.45  -2.48  4.08
H  -5.05  -4.27  3.43
H  -5.44  -4.72  0.99
H  -4.21  -3.46  -0.71
C  -0.25  -3.31  -7.04
O  -0.57  -4.36  -6.13
C  -0.85  -3.94  -4.89
O  -0.85  -2.80  -4.52
O  -1.14  -5.01  -4.15
C  -1.46  -4.71  -2.79
H  -0.04  -3.78  -7.99
H  -1.09  -2.62  -7.15
H  0.64  -2.77  -6.70
H  -2.34  -4.08  -2.73
H  -0.62  -4.23  -2.28
H  -1.67  -5.65  -2.30
C  -7.03  3.84  0.85
O  -5.61  3.97  0.86
C  -5.16  5.14  0.40
O  -5.85  6.05  0.01
O  -3.84  5.13  0.46
C  -3.21  6.33  0.00
H  -7.26  2.85  1.24
H  -7.49  4.59  1.49
H  -7.42  3.93  -0.16
H  -3.51  7.18  0.61
H  -3.44  6.51  -1.05
H  -2.14  6.18  0.10